1.
DFT (the ωB97M-V functional and the def2-TZVPD basis) results for 2 unconnected molecules or ions with the total composition C2H7NS2.

Computed properties:
HOMO level	-8.54	eV
SMILES	S=CNS.C
lowest unoccupied orbital energy	0.2	eV
charge	0
ΔE to the lowest compared entry with this formula, charge and spin	39.8	kcal/mol

Structure (XYZ):
```
12
C2H7NS2 | OMol25 | the ωB97M-V functional and the def2-TZVPD basis
S -0.0291 -3.1764 1.3653
C 0.9136 -1.8530 1.2756
N 1.0907 -0.8874 2.1492
S 2.2145 0.4538 1.8505
H 1.5572 -1.9385 0.3646
H 0.4099 -0.7224 2.8853
H 3.2402 -0.0853 1.1547
C -0.6383 1.9010 0.2429
H -0.6224 2.9501 0.4624
H -1.0683 1.0793 0.7701
H -1.1783 1.7904 -0.7153
H 0.3945 1.4545 0.0821
```



2.
DFT (the ωB97M-V functional and the def2-TZVPD basis) results for 2 unconnected molecules or ions with the total composition C2H7NS2.

Computed properties:
HOMO level	-8.39	eV
SMILES	C=N.CSS
lowest unoccupied orbital energy	0.5	eV
charge	0
ΔE to the lowest compared entry with this formula, charge and spin	54.7	kcal/mol

Structure (XYZ):
```
12
C2H7NS2 | OMol25 | the ωB97M-V functional and the def2-TZVPD basis
C 0.9633 1.6027 -0.7528
N -0.3262 1.6204 -1.0029
H 1.7653 0.7378 -1.0172
H 1.3365 2.3784 -0.0238
H -0.8626 2.0515 -0.2055
C 0.4403 -1.0152 0.8519
S -0.2657 -1.2526 -0.7861
S -2.1789 -2.1603 -0.4822
H 0.2530 -0.1439 1.5328
H 0.2092 -1.9021 1.4051
H 1.4823 -0.8934 0.6316
H -2.8163 -1.0233 -0.1510
```



3.
DFT (the ωB97M-V functional and the def2-TZVPD basis) results for 2 unconnected molecules or ions with the total composition C2H7NS2.

Computed properties:
HOMO level	-9.33	eV
SMILES	C=NC.SS
lowest unoccupied orbital energy	-0.1	eV
charge	0
ΔE to the lowest compared entry with this formula, charge and spin	46.3	kcal/mol

Structure (XYZ):
```
12
C2H7NS2 | OMol25 | the ωB97M-V functional and the def2-TZVPD basis
C 0.9380 0.8784 -0.1782
N 1.3028 0.1934 0.8593
C 0.6121 0.7053 2.1023
H 1.5924 0.8075 -1.0170
H -0.0159 1.5417 -0.2018
H 0.4545 1.7529 1.9780
H -0.4519 0.3204 2.1208
H 1.2656 0.5555 3.0266
S -1.1053 -1.0392 -2.9921
S -2.2550 -2.5335 -1.9027
H 0.1132 -1.7021 -2.8361
H -2.4502 -1.4803 -0.9590
```



4.
DFT (the ωB97M-V functional and the def2-TZVPD basis) results for 2 unconnected molecules or ions with the total composition C2H7O.

Computed properties:
HOMO level	-1.98	eV
lowest unoccupied orbital energy	4.2	eV
charge	-1
ΔE to the lowest compared entry with this formula, charge and spin	3.9	kcal/mol

Structure (XYZ):
```
10
C2H7O | OMol25 | the ωB97M-V functional and the def2-TZVPD basis
O -1.9758 1.5227 0.4051
H -2.0390 2.0300 -0.4235
C 0.6456 -0.2434 -0.5185
C 1.3598 -1.3727 0.2029
H 0.8392 0.7622 -0.1391
H 0.9607 -0.1267 -1.5665
H -0.4414 -0.3035 -0.4894
H 2.3929 -1.0905 0.4089
H 1.3698 -2.2801 -0.3961
H 0.8850 -1.5563 1.1602
```



5.
DFT (the ωB97M-V functional and the def2-TZVPD basis) results for 2 unconnected molecules or ions with the total composition C2H7O.

Computed properties:
HOMO level	-2.07	eV
lowest unoccupied orbital energy	4.8	eV
charge	-1
ΔE to the lowest compared entry with this formula, charge and spin	6.4	kcal/mol

Structure (XYZ):
```
10
C2H7O | OMol25 | the ωB97M-V functional and the def2-TZVPD basis
C 0.8432 -0.2909 1.2593
O 0.7277 0.7350 0.3886
H 1.6057 -1.0514 0.9524
H 1.1420 0.0371 2.2849
H -0.1091 -0.8645 1.4052
C -1.2732 -0.1942 -1.4525
H -1.0351 -1.1862 -1.8444
H -0.4239 0.1940 -0.7899
H -2.1870 -0.2298 -0.8623
H -1.4084 0.5050 -2.2817
```



6.
DFT (the ωB97M-V functional and the def2-TZVPD basis) results for 2 unconnected molecules or ions with the total composition C2H7O2.

Computed properties:
HOMO level	-2.92	eV
lowest unoccupied orbital energy	4.8	eV
charge	-1
ΔE to the lowest compared entry with this formula, charge and spin	7.4	kcal/mol

Structure (XYZ):
```
11
C2H7O2 | OMol25 | the ωB97M-V functional and the def2-TZVPD basis
O -0.0115 2.1769 0.3778
H 0.6858 2.3487 -0.2651
C -0.0584 -1.1330 0.3200
O 0.9539 -0.2515 0.5038
C -0.7744 -1.0188 -1.0798
H 0.3195 -2.1845 0.3953
H -0.9068 -1.1450 1.0453
H 0.2614 1.2029 0.5501
H -1.7815 -0.6085 -0.9805
H -0.2259 -0.5043 -1.8637
H -0.8780 -2.0737 -1.3747
```



7.
DFT (the ωB97M-V functional and the def2-TZVPD basis) results for a single C2H7O2P molecule.

Computed properties:
HOMO level	-8.88	eV
SMILES	CP(O)CO
lowest unoccupied orbital energy	0.7	eV
charge	0
ΔE to the lowest compared entry with this formula, charge and spin	31.6	kcal/mol

Structure (XYZ):
```
12
C2H7O2P | OMol25 | the ωB97M-V functional and the def2-TZVPD basis
C -0.5123 1.4347 0.0648
P -1.3288 -0.2249 -0.5862
O -1.7381 -0.7712 0.9245
C 0.2459 -1.2791 -0.8046
O 0.8050 -1.5299 0.4786
H -0.5574 1.4620 1.2346
H -1.1526 2.3056 -0.0028
H 0.4082 1.5519 -0.4058
H -1.0449 -1.3049 1.3246
H -0.1667 -2.1983 -1.2442
H 1.0020 -0.8496 -1.5265
H 1.0534 -0.8099 1.1075
```



8.
DFT (the ωB97M-V functional and the def2-TZVPD basis) results for 2 unconnected molecules or ions with the total composition C2H7O2PS.

Computed properties:
HOMO level	-9.30	eV
lowest unoccupied orbital energy	-0.3	eV
charge	0
ΔE to the lowest compared entry with this formula, charge and spin	48.9	kcal/mol

Structure (XYZ):
```
13
C2H7O2PS | OMol25 | the ωB97M-V functional and the def2-TZVPD basis
C -2.3580 0.0642 -0.2823
C 1.9702 -0.7236 0.7358
O -1.3160 0.9970 -0.2931
O 0.7342 -0.1032 0.8379
P 0.3266 0.8528 -0.3918
S 1.0429 2.6369 -0.3249
H -2.5300 -0.6061 -1.0948
H -3.1521 0.7007 -0.2322
H -2.2736 -0.3905 0.6410
H 2.5532 -0.2540 1.4349
H 2.3941 -0.7295 -0.3687
H 1.8268 -1.8720 1.0911
H 0.7817 -0.5727 -1.7528
```



9.
DFT (the ωB97M-V functional and the def2-TZVPD basis) results for 2 unconnected molecules or ions with the total composition C2H7OPS.

Computed properties:
HOMO level	-8.72	eV
SMILES	O=[PH3].CC=S
lowest unoccupied orbital energy	-0.3	eV
charge	0
ΔE to the lowest compared entry with this formula, charge and spin	68.1	kcal/mol

Structure (XYZ):
```
12
C2H7OPS | OMol25 | the ωB97M-V functional and the def2-TZVPD basis
O -0.8849 -1.0007 1.4687
P 0.4884 -1.4076 1.7605
H 1.0872 -2.0326 0.7240
H 1.3777 -0.4078 2.1818
H 0.6403 -2.3805 2.7515
C -0.7981 1.4348 -1.6659
C -0.0887 0.6416 -0.6059
S 1.5327 0.7727 -0.2911
H -1.5235 2.0473 -1.2160
H -0.1533 2.0548 -2.3506
H -1.2458 0.6063 -2.3085
H -0.4323 -0.3281 -0.4485
```



10.
DFT (the ωB97M-V functional and the def2-TZVPD basis) results for a molecular structure, C2H7OPS2.

Computed properties:
HOMO level	-8.70	eV
lowest unoccupied orbital energy	-0.2	eV
charge	0
ΔE to the lowest compared entry with this formula, charge and spin	39.7	kcal/mol

Structure (XYZ):
```
13
C2H7OPS2 | OMol25 | the ωB97M-V functional and the def2-TZVPD basis
C -1.5509 -0.9920 -0.7362
C -1.2101 0.0919 0.1809
O 1.3834 0.2653 1.6277
P 1.1956 0.2014 -0.0124
S 2.3311 -1.1914 -0.7976
S 1.7117 2.1026 -0.7119
H -0.9500 -1.8264 -0.5104
H -2.5896 -1.3685 -0.8611
H -1.0678 -0.8231 -1.6639
H -1.2521 0.0501 1.2269
H -1.3386 1.1780 -0.0890
H 2.2012 -0.2759 2.0493
H 1.1361 2.5878 0.2977
```



11.
DFT (the ωB97M-V functional and the def2-TZVPD basis) results for a single C2H7OPS3 molecule.

Computed properties:
HOMO level	-7.87	eV
SMILES	CSSP(O)SC
lowest unoccupied orbital energy	-0.1	eV
charge	0
ΔE to the lowest compared entry with this formula, charge and spin	29.8	kcal/mol

Structure (XYZ):
```
14
C2H7OPS3 | OMol25 | the ωB97M-V functional and the def2-TZVPD basis
C 2.6418 -1.6067 0.6960
S 1.4722 -2.6357 -0.2496
S -0.2705 -1.5866 -0.5085
P -2.3513 -1.3211 0.8367
O -3.4554 -2.3251 0.2189
S -2.8668 0.2033 -0.5800
C -1.7843 1.6144 -0.2714
H 2.8650 -0.6409 0.0804
H 3.4775 -2.2610 0.8371
H 2.3572 -1.3674 1.7324
H -3.9155 -2.2525 -0.6341
H -1.7573 1.8300 0.8935
H -2.2137 2.4234 -0.9557
H -0.7259 1.2777 -0.5571
```



12.
DFT (the ωB97M-V functional and the def2-TZVPD basis) results for 2 unconnected molecules or ions with the total composition C2H7OS.

Computed properties:
HOMO level	-2.55	eV
lowest unoccupied orbital energy	3.7	eV
charge	-1
ΔE to the lowest compared entry with this formula, charge and spin	22.8	kcal/mol

Structure (XYZ):
```
11
C2H7OS | OMol25 | the ωB97M-V functional and the def2-TZVPD basis
S -1.1180 3.2734 0.1640
H -2.1519 2.4445 0.0699
C 0.8273 -1.3020 -0.0861
O 1.2193 -0.7803 1.2092
C -0.3645 -0.3266 -0.4113
H 1.5862 -1.1593 -0.8535
H 0.5890 -2.3091 0.2077
H 1.4100 0.1609 1.1969
H 0.0661 0.6997 -0.4268
H -0.8619 -0.5452 -1.3607
H -1.2015 -0.1561 0.2908
```